Entry 1:
C8H13CdF3NO4 as an isolated structure, computed with ωB97M-V/def2-TZVPD.

The geometry in XYZ format:
```
30
Properties=species:S:1:pos:R:3:lowdin_charge:R:1
C -2.06 -0.36 2.43 -0.076
C -2.94 0.20 1.19 -0.365
O -3.70 -0.82 0.49 -0.066
C -2.04 1.02 0.09 -0.167
N -0.94 0.21 -0.50 0.004
C 0.21 1.03 -0.95 -0.206
C 1.35 0.18 -1.76 -0.051
C 1.75 -1.20 -1.05 -0.237
O 2.24 -1.08 0.30 -0.043
C 2.95 -1.92 -1.90 -0.298
F 2.60 -2.04 -3.27 0.073
F 3.20 -3.22 -1.29 0.051
F 4.20 -1.20 -1.74 0.053
C 0.99 1.82 0.22 -0.419
O 0.88 1.54 1.50 -0.336
O 1.81 2.88 -0.16 -0.036
H -2.07 -1.52 2.33 0.105
H -0.93 -0.06 2.32 0.026
H -2.48 -0.11 3.47 0.080
H -3.73 0.93 1.64 0.156
H -3.09 -1.60 0.35 0.110
H -2.80 1.34 -0.73 0.152
H -1.71 1.99 0.61 0.108
H -0.66 -0.59 0.10 0.113
H -0.22 1.84 -1.67 0.185
H 0.94 -0.09 -2.82 0.150
H 2.28 0.86 -1.90 0.149
H 0.88 -1.95 -1.03 0.170
H 2.81 -0.27 0.40 0.121
Cd 0.29 2.20 3.33 1.494
```

Results
DFT total energy	-30890.5379	eV
net charge	+1
highest occupied orbital energy	-12.9	eV
energy relative to the best compared isomer or geometry (same formula, charge and spin)	3.491	eV
Kohn-Sham gap	0.1529	Ha



Entry 2:
A 2-piece molecular cluster, C8H13F3N2OPS2 overall, computed with ωB97M-V/def2-TZVPD.

The geometry in XYZ format:
```
30
Properties=species:S:1:pos:R:3:lowdin_charge:R:1
F 4.31 0.41 0.09 0.149
C 3.28 0.89 -0.60 -0.745
F 3.30 0.39 -1.84 0.141
F 3.42 2.21 -0.70 0.138
P 1.65 0.52 0.26 1.226
C 0.89 -1.06 -0.30 -0.319
C 0.49 -2.01 0.86 -0.261
C -0.93 -1.71 1.44 -0.470
S -2.23 -1.76 0.18 0.936
C -2.44 -0.15 -0.54 -1.075
S -2.73 -0.09 -2.14 0.750
N -2.41 1.07 0.18 -0.122
C -1.61 1.52 1.20 -0.157
C -1.94 2.80 1.55 -0.085
N -2.98 3.15 0.70 0.083
C -3.24 2.16 -0.07 -0.170
H 0.76 1.55 -0.11 0.055
H 1.82 0.61 1.65 0.070
H 0.08 -0.86 -1.02 0.071
H 1.69 -1.57 -0.87 0.074
H 0.44 -3.04 0.47 0.123
H 1.20 -1.95 1.70 0.112
H -1.14 -2.54 2.14 0.089
H -0.94 -0.80 2.06 0.053
H -0.80 0.97 1.68 0.066
H -1.47 3.39 2.32 0.111
H -4.00 2.20 -0.85 0.128
O 1.46 -2.08 -3.05 -0.045
H 2.16 -1.45 -2.84 0.010
H 1.93 -2.77 -3.54 0.063
```

Results
DFT total energy	-52637.2189	eV
net charge	+1
highest occupied orbital energy	-12.0	eV
Kohn-Sham gap	0.2945	Ha



Entry 3:
C8H13FIN2O5PS as an isolated structure, computed with ωB97M-V/def2-TZVPD.

The geometry in XYZ format:
```
32
Properties=species:S:1:pos:R:3:lowdin_charge:R:1
C -2.72 -1.16 1.35 -0.361
O -2.99 -1.39 -0.04 -0.342
C -1.94 -2.02 -0.68 -0.159
N -0.71 -1.22 -0.46 0.016
C -0.67 0.07 -0.61 -0.238
N -1.73 0.80 -1.02 0.250
C -1.69 1.42 -2.08 -0.218
O -1.69 1.93 -3.11 0.272
C 0.70 0.55 -0.23 -0.330
P 1.27 2.28 -0.69 0.903
C 2.40 2.69 0.68 -0.256
O -0.07 3.19 -0.36 -0.301
C 1.51 -0.70 -0.67 -0.287
S 3.13 -0.82 0.04 0.628
O 3.59 -2.15 -0.13 -0.215
O 3.95 0.24 -0.43 -0.228
F 2.79 -0.60 1.55 -0.121
C 0.57 -1.77 -0.04 -0.063
H -2.31 -0.16 1.48 0.009
H -1.95 -1.89 1.69 0.089
H -3.61 -1.22 1.97 -0.044
H -1.78 -3.03 -0.31 0.143
H -2.17 -2.02 -1.74 0.150
H 0.76 0.52 0.87 0.126
H 3.44 2.57 0.39 0.031
H 2.19 2.09 1.57 0.041
H 2.17 3.72 0.95 0.049
H -0.57 2.85 0.39 0.071
H 1.57 -0.82 -1.74 0.159
H 0.66 -1.72 1.05 0.140
H 0.76 -2.75 -0.47 0.147
I -4.86 0.51 0.83 -0.058
```

Results
DFT total energy	-52663.1975	eV
net charge	0
highest occupied orbital energy	-6.1	eV
Kohn-Sham gap	0.1713	Ha



Entry 4:
An isolated molecule of C8H13FO, computed with ωB97M-V/def2-TZVPD.

The geometry in XYZ format:
```
23
Properties=species:S:1:pos:R:3:lowdin_charge:R:1
C 0.29 2.42 -0.36 -0.067
C 1.23 1.66 -1.35 -0.060
C -0.35 -1.21 0.77 -0.106
C -1.44 -0.43 0.03 -0.396
C 0.21 0.99 -0.60 -0.347
C 0.78 -0.44 1.13 -0.359
C -2.51 -1.31 -0.60 -0.035
C 2.14 -0.88 0.86 -0.029
O -0.93 0.36 -0.95 -0.015
F 0.74 0.50 2.07 0.055
H 0.55 2.77 0.65 0.097
H -0.31 3.17 -0.83 0.092
H 1.03 1.89 -2.45 0.132
H 2.24 1.46 -1.08 0.073
H -0.82 -1.71 1.66 0.158
H 0.10 -1.98 0.12 0.147
H -2.07 0.22 0.75 0.177
H -2.85 -1.87 0.23 0.064
H -2.21 -1.99 -1.38 0.079
H -3.44 -0.89 -0.91 0.071
H 2.40 -0.84 -0.22 0.095
H 2.40 -1.83 1.17 0.055
H 2.80 -0.08 1.30 0.117
```

Results
DFT total energy	-13267.3137	eV
net charge	0
highest occupied orbital energy	-7.7	eV
energy relative to the best compared isomer or geometry (same formula, charge and spin)	3.873	eV
Kohn-Sham gap	0.3185	Ha



Entry 5:
A 2-piece molecular cluster, C8H13FO2 overall, computed with ωB97M-V/def2-TZVPD.

The geometry in XYZ format:
```
24
Properties=species:S:1:pos:R:3:lowdin_charge:R:1
C -3.00 -0.06 0.26 -0.318
C 1.96 0.44 0.74 -0.215
C 1.92 -0.71 -0.28 -0.198
C 0.87 1.48 0.51 -0.186
C 0.70 -1.62 -0.15 -0.188
C -0.55 0.92 0.68 -0.150
C -0.52 -1.15 -0.94 -0.127
C -1.07 0.20 -0.54 -0.326
O -3.80 0.79 0.43 0.111
O -1.29 0.98 -1.64 0.039
F -3.22 -1.36 0.60 0.044
H 1.85 0.03 1.75 0.115
H 2.93 0.93 0.68 0.108
H 1.97 -0.29 -1.29 0.119
H 2.83 -1.31 -0.13 0.109
H 1.01 2.28 1.24 0.112
H 0.98 1.92 -0.48 0.115
H 0.97 -2.61 -0.55 0.112
H 0.45 -1.76 0.90 0.114
H -0.57 0.26 1.54 0.126
H -1.22 1.76 0.88 0.119
H -0.27 -1.07 -2.00 0.128
H -1.30 -1.91 -0.85 0.114
H -1.62 1.85 -1.37 0.121
```

Results
DFT total energy	-15318.3406	eV
net charge	0
highest occupied orbital energy	-8.9	eV
energy relative to the best compared isomer or geometry (same formula, charge and spin)	0.000	eV
Kohn-Sham gap	0.3531	Ha



Entry 6:
A 2-piece molecular cluster, C8H13IN2O2 overall, computed with ωB97M-V/def2-TZVPD.

The geometry in XYZ format:
```
26
Properties=species:S:1:pos:R:3:mulliken_spin:R:1
C -3.68 2.17 0.52 0.002
C -1.09 -0.26 -0.71 -0.018
C 0.59 -1.69 0.70 0.038
C 0.06 0.25 -1.56 0.083
C 1.43 -1.69 -0.62 0.009
C -0.59 -0.62 0.75 0.093
C -0.30 0.54 1.58 -0.120
C 1.98 0.61 0.02 1.195
N -0.93 1.57 1.35 0.092
N 1.47 -0.27 -1.05 0.037
O -4.26 1.64 1.35 0.000
O -3.19 2.75 -0.35 -0.001
I 4.18 0.13 0.24 0.652
H -2.02 0.30 -0.78 -0.009
H -1.38 -1.34 -1.12 -0.006
H 0.20 -2.61 0.92 -0.001
H 1.31 -1.08 1.45 -0.015
H 0.01 -0.06 -2.56 -0.034
H 0.18 1.31 -1.51 -0.007
H 2.49 -2.07 -0.57 -0.003
H 1.09 -2.30 -1.35 -0.005
H -1.43 -1.25 1.27 0.000
H 0.27 0.33 2.56 0.013
H 1.98 1.58 -0.51 0.022
H -0.58 2.43 1.78 -0.004
H 2.19 -0.35 -1.82 -0.011
```

Results
DFT total energy	-23676.3581	eV
<S²>	2.01
net charge	0
spin multiplicity	3
highest occupied orbital energy (alpha / beta)	-4.6 / -8.4	eV
Kohn-Sham gap (alpha / beta)	0.1858 / 0.2650	Ha



Entry 7:
C8H13KN2O9S as an isolated structure, computed with ωB97M-V/def2-TZVPD.

The geometry in XYZ format:
```
34
Properties=species:S:1:pos:R:3:lowdin_charge:R:1
K -23.26 -1.76 -7.49 1.076
O -24.07 -0.23 -10.97 0.019
C -23.65 -0.51 -9.74 -0.885
O -23.22 -1.60 -9.42 -0.224
O -23.93 0.28 -8.87 -0.115
H -24.30 0.60 -10.54 0.077
C -23.83 2.73 -9.73 0.100
N -23.24 2.12 -10.97 -0.222
O -22.02 2.13 -11.00 0.177
O -24.00 1.60 -11.75 -0.098
H -23.16 3.33 -9.11 0.121
H -24.44 2.03 -9.17 0.102
H -24.59 3.42 -10.11 0.113
C -23.61 0.38 -13.25 -0.139
C -23.90 -1.02 -13.86 -0.077
O -24.87 -1.41 -12.84 -0.218
S -25.99 -0.24 -12.62 0.706
O -26.49 -0.28 -11.25 -0.210
O -26.94 -0.24 -13.71 -0.241
O -24.88 0.84 -12.81 -0.277
H -23.25 1.10 -13.99 0.151
H -22.94 0.37 -12.39 0.126
H -23.16 -1.82 -13.78 0.136
H -24.19 -0.95 -14.91 0.123
N -21.36 0.77 -9.79 0.053
C -21.61 0.30 -8.55 -0.175
C -20.55 -0.61 -8.26 -0.162
C -19.61 -0.53 -9.22 -0.152
C -20.11 0.22 -10.25 -0.052
H -21.93 1.43 -10.30 -0.204
H -22.49 0.60 -8.01 0.091
H -20.44 -1.24 -7.40 0.080
H -18.68 -1.07 -9.20 0.100
H -19.71 0.39 -11.24 0.099
```

Results
DFT total energy	-57056.3027	eV
net charge	0
highest occupied orbital energy	-7.3	eV
Kohn-Sham gap	0.2368	Ha



Entry 8:
An isolated ion of composition C8H13N2O2S and charge +1, computed with ωB97M-V/def2-TZVPD.

The geometry in XYZ format:
```
26
Properties=species:S:1:pos:R:3:lowdin_charge:R:1
C -1.61 -1.19 2.22 -0.018
C -0.67 -1.17 1.01 -0.174
C -1.10 -1.55 -0.32 -0.312
O -1.65 -2.25 -1.10 0.186
C -0.66 -0.12 -0.13 -0.282
C -1.80 0.92 -0.22 -0.758
N -2.67 0.60 -1.18 0.162
S -1.57 2.39 0.48 0.756
C 0.54 0.17 -0.94 -0.239
C 1.32 1.39 -0.46 -0.139
N 2.53 0.91 0.12 0.108
C 2.72 -0.40 -0.78 -0.058
O 1.47 -0.88 -0.70 -0.040
H -1.60 -0.36 2.94 0.082
H -1.27 -2.19 2.70 0.119
H -2.61 -1.46 1.72 0.117
H 0.32 -1.57 1.32 0.154
H -2.70 -0.18 -1.72 0.069
H -3.36 1.37 -1.35 0.149
H 0.29 0.38 -1.98 0.180
H 1.56 2.20 -1.20 0.168
H 0.64 1.87 0.29 0.048
H 3.32 1.52 0.16 0.177
H 2.32 0.55 1.06 0.195
H 2.96 0.17 -1.75 0.184
H 3.27 -1.14 -0.21 0.165
```

Results
DFT total energy	-26407.0956	eV
SMILES string	C[C@H]1C(=O)[C@]1(C(N)=S)[C@H]1C[NH2+]CO1
net charge	+1
highest occupied orbital energy	-11.9	eV
energy relative to the best compared isomer or geometry (same formula, charge and spin)	2.982	eV
Kohn-Sham gap	0.3126	Ha